ORCA calculation (wB97M-V/def2-TZVPD) on a molecular structure, C50H32N13S3Tl.

```
! wB97M-V def2-TZVPD RIJCOSX def2/J DEFGRID3
* xyz 0 1
Tl 1.7152 0.5788 -1.0001
C 2.2794 -6.1839 1.0999
C 1.6433 -6.3758 -0.1238
C 1.1074 -5.3006 -0.8209
C 1.2380 -4.0432 -0.2636
C 0.8102 -2.7152 -0.7694
N 1.2278 -1.7612 0.0254
C 1.8422 -2.3494 1.2261
N 3.4693 -0.5744 2.0654
C 2.7674 0.4457 2.4782
C 3.1427 1.4422 3.5158
C 4.1180 1.4927 4.4824
C 4.1674 2.6383 5.2815
C 3.2676 3.6784 5.1011
C 2.2747 3.6160 4.1195
C 2.2342 2.4904 3.3324
C 1.2844 2.0099 2.2896
N 0.2194 2.6023 1.8383
C -0.7734 1.8176 1.4150
N -1.3453 1.7778 0.2255
C -2.4053 0.7967 0.1842
N -2.7649 0.1970 -0.8525
C -1.8272 0.3447 -1.9948
N -0.6515 -0.4065 -1.5611
C -0.6324 -1.5755 -2.1682
N 0.0791 -2.6604 -1.8914
C -1.6441 -1.6061 -3.2545
C -1.9356 -2.5998 -4.1678
C -3.0087 -2.3978 -5.0245
C -3.7844 -1.2473 -4.9255
C -3.4927 -0.2619 -3.9873
C -2.3841 -0.4353 -3.1766
C -2.6223 0.4146 1.5853
C -3.5392 -0.4332 2.1703
C -3.3874 -0.6932 3.5275
C -2.3411 -0.1357 4.2607
C -1.4140 0.7056 3.6596
C -1.5738 0.9610 2.3116
N 1.6682 0.8001 1.8343
C 1.8746 -3.8471 0.9482
C 2.3996 -4.9134 1.6550
H 2.6911 -7.0356 1.6258
H 1.5737 -7.3738 -0.5362
H 0.6075 -5.4218 -1.7718
H 4.8182 0.6812 4.6275
H 4.9191 2.7145 6.0551
H 3.3350 4.5526 5.7344
H 1.5701 4.4242 3.9784
H -1.3388 -3.5010 -4.1933
H -3.2605 -3.1484 -5.7622
H -4.6365 -1.1214 -5.5806
H -4.1477 0.5933 -3.8993
H -4.3364 -0.8753 1.5901
H -4.0934 -1.3437 4.0255
H -2.2525 -0.3617 5.3149
H -0.5969 1.1361 4.2243
H 2.8941 -4.7804 2.6080
C 5.0288 -0.2311 -5.4415
S 5.7092 -1.3159 -4.1700
C 4.5613 -0.9973 -2.8291
S 2.8661 -0.9505 -3.1725
N 5.1595 -0.9336 -1.6897
N 4.3778 -0.7700 -0.5662
C 3.9859 -1.8299 0.0010
C 3.2585 -1.7559 1.2990
C 4.1408 -1.7543 2.5530
C 3.7464 -2.3799 3.8289
C 2.4997 -2.5471 4.2642
C 1.2501 -2.1668 3.5754
N 0.9597 -2.0592 2.3496
H 5.4880 -0.5170 -6.3865
H 5.2557 0.8116 -5.2280
H 3.9532 -0.3811 -5.5016
H 4.1502 -2.8255 -0.4134
H 5.2051 -1.7459 2.3425
H 4.5678 -2.7329 4.4408
H 2.3566 -2.9937 5.2420
H 0.4193 -1.9738 4.2578
S -3.6079 5.1754 -3.2080
C -2.3930 4.0164 -2.6003
C -1.3150 4.5584 -1.7787
C -0.7078 3.7567 -0.8983
N -0.9048 2.3713 -0.9494
C -1.4382 1.8076 -2.2158
C -2.5181 2.7002 -2.7579
C -5.0593 4.4426 -2.4797
C -5.3276 4.5897 -1.1258
C -6.4510 3.9682 -0.6044
N -7.2998 3.2433 -1.3291
C -7.0428 3.1269 -2.6271
C -5.9437 3.7033 -3.2503
H -1.1041 5.6174 -1.7871
H -0.0464 4.1067 -0.1172
H -0.5779 1.8115 -2.8985
H -3.3700 2.2723 -3.2603
H -4.6704 5.1714 -0.4938
H -6.6833 4.0612 0.4505
H -7.7466 2.5374 -3.2036
H -5.7809 3.5804 -4.3125
*
```

## Properties
Relative energy (zero: lowest compared OMol25 entry of this formula, charge and spin) = 5.9809 eV
Lowest unoccupied orbital energy = -1.7 eV
Orbital gap = 4.75 eV
DFT total energy = -4003.290883 hartree